Entry 1:
42
Properties=species:S:1:pos:R:3:forces:R:3 method="wB97M-V/def2-TZVPD" spin_multiplicity=1 charge=-1 homo_lumo_gap_ha=0.3082 homo_ev=-6.28 energy_ev=-194672.5643
Cd 1.7052 1.0425 1.7589 0.2 0.1 0.0
Br -1.9386 3.1294 -0.3904 0.0 0.0 0.0
C -1.7494 1.4438 0.5084 0.0 0.0 0.0
Br -1.2691 1.6317 2.3747 0.0 0.0 0.0
H -0.9717 0.8644 0.0279 0.0 0.0 0.0
H -2.6976 0.9251 0.4767 0.0 0.0 0.0
O 1.7303 -1.5310 5.0537 0.0 0.0 0.0
C 1.4665 -1.0472 3.9660 0.0 0.1 0.1
O 1.8762 0.1300 3.6161 0.0 0.0 0.0
C 0.5670 -1.8745 3.0348 0.0 -0.1 0.0
C -0.0265 -2.9575 3.6581 0.0 0.0 0.0
C -0.8501 -3.8434 2.9796 0.0 0.0 0.0
C -1.1047 -3.6836 1.6324 0.0 0.0 0.0
C -0.5482 -2.5970 1.0079 0.0 0.0 0.0
C 0.3213 -1.6526 1.6394 0.0 0.0 0.0
O 0.8516 -0.7376 0.9150 0.0 0.0 -0.1
N -0.8677 -2.4436 -0.4103 0.0 0.0 -0.1
O -1.1867 -1.3428 -0.8242 0.0 0.0 0.0
O -0.8382 -3.4434 -1.1051 0.0 0.0 0.0
N -1.4506 -4.9662 3.6813 0.0 0.0 0.0
O -1.2030 -5.1065 4.8648 0.0 0.0 0.0
O -2.1786 -5.7141 3.0462 0.0 0.0 0.0
H 0.1864 -3.1094 4.7058 0.0 0.0 0.0
H -1.7256 -4.3804 1.0903 0.0 0.0 0.0
C -1.3243 1.9317 -4.7970 0.0 0.0 0.0
C -0.2895 2.1177 -3.7210 0.0 0.0 0.0
C 0.3673 3.3314 -3.5562 0.0 0.0 0.0
C 1.3024 3.5071 -2.5453 0.0 0.0 0.0
C 1.5889 2.4531 -1.6956 0.0 0.0 0.0
C 0.9591 1.2238 -1.8544 0.0 0.0 0.0
C 0.0213 1.0665 -2.8601 0.0 0.0 0.0
S 2.7009 2.7021 -0.3398 0.0 0.0 -0.1
O 3.5855 3.7774 -0.6825 0.0 0.0 0.0
O 3.3050 1.3905 -0.0619 0.0 0.0 0.1
O 1.8056 3.0185 0.8254 -0.1 0.0 0.0
H -1.4741 2.8492 -5.3654 0.0 0.0 0.0
H -2.2820 1.6395 -4.3625 0.0 0.0 0.0
H -1.0289 1.1441 -5.4925 0.0 0.0 0.0
H 0.1392 4.1561 -4.2216 0.0 0.0 0.0
H 1.8130 4.4515 -2.4134 0.0 0.0 0.0
H 1.1926 0.3922 -1.1992 0.0 0.0 0.0
H -0.4803 0.1114 -2.9652 0.0 0.0 0.0

---

Entry 2:
79
Properties=species:S:1:pos:R:3:forces:R:3 method="wB97M-V/def2-TZVPD" spin_multiplicity=1 charge=+1 homo_lumo_gap_ha=0.2804 homo_ev=-11.47 energy_ev=-82139.4756
C -2.5916 -0.6753 -0.4282 -2.0 -0.2 1.1
P -2.6710 -2.5218 -0.9517 1.3 -0.2 -1.1
C -1.6467 -3.5896 0.2742 -1.3 0.5 0.5
P -4.7683 -3.1037 -0.5513 0.5 -1.0 1.7
O -4.8045 -3.7948 1.0308 -0.8 2.2 -2.7
O -5.3601 -4.1849 -1.7170 -0.2 1.5 2.4
C -6.7568 -4.4817 -1.5369 -5.0 -2.2 -0.2
O -7.3708 -5.4068 -2.0944 3.9 3.5 1.7
C -7.6335 -3.5178 -0.5809 -0.3 2.1 0.8
C -7.9310 -3.9262 0.8792 -1.0 3.1 -1.7
C -8.7349 -2.9469 1.7665 1.1 0.7 -3.8
C -9.1764 -1.6010 1.1349 1.3 -1.7 -1.4
C -8.8968 -1.2005 -0.3401 1.7 -3.5 0.7
C -8.0927 -2.1719 -1.2465 -0.8 -1.1 4.2
H -3.3242 -0.0937 -1.1051 1.5 -0.9 0.9
H -1.5350 -0.2499 -0.4573 -1.4 -0.8 0.0
H -3.0607 -0.6432 0.6279 1.2 0.4 -1.4
H -2.0527 -4.6538 0.1983 0.9 1.4 0.0
H -0.5564 -3.4721 -0.0319 -1.5 -0.3 0.5
H -1.8902 -3.2031 1.3216 0.8 -0.6 -1.3
H -5.4902 -1.8452 -0.5086 0.1 -1.2 -0.2
H -5.2354 -3.0766 1.5704 0.2 -1.1 -0.2
H -7.5398 -4.9399 1.2352 -0.8 1.7 -0.4
H -8.9608 -3.2432 2.8534 0.3 0.7 -2.0
H -9.7434 -0.8573 1.7921 0.9 -1.3 -1.1
H -9.2245 -0.2149 -0.8118 0.4 -1.5 1.1
H -7.8168 -1.9585 -2.3413 -0.6 -0.3 1.9
O 4.2048 -3.4043 -1.3484 4.1 1.2 0.0
P 4.3925 -1.8848 -1.3311 -8.8 1.0 0.0
O 3.4213 -1.5788 -0.0151 1.0 -0.1 0.4
C 3.6531 -2.2439 1.2221 -0.2 -0.1 0.4
C 4.5566 -1.4312 2.1276 0.1 0.0 0.0
O 3.2891 -1.5420 -2.5204 1.4 0.4 -0.1
C 2.9685 -2.5267 -3.4966 -0.2 -0.4 -0.1
C 1.7407 -3.3133 -3.0700 -0.3 0.0 0.0
O 4.7198 -0.2071 -1.3667 2.6 -2.3 -0.9
C 5.7702 0.3577 -0.6012 0.3 0.5 0.4
C 7.0567 -0.4390 -0.6374 0.1 0.0 -0.3
H 4.0701 -3.2433 1.0704 -0.1 0.1 -0.1
H 2.6800 -2.3648 1.7057 0.0 0.0 -0.1
H 5.5752 -1.3975 1.7312 0.0 0.0 0.1
H 4.6000 -1.8771 3.1232 0.0 0.0 0.0
H 4.1982 -0.4029 2.2192 0.0 -0.1 0.1
H 3.8242 -3.1790 -3.6853 -0.2 0.0 0.1
H 2.7557 -2.0102 -4.4365 0.1 0.2 0.2
H 1.7929 -3.6298 -2.0262 0.3 -0.1 -0.1
H 1.6094 -4.1993 -3.6958 0.0 0.1 0.0
H 0.8454 -2.6908 -3.1591 0.0 0.0 -0.1
H 5.4261 0.5154 0.4230 0.0 -0.2 0.1
H 5.9625 1.3523 -1.0130 -0.1 -0.1 -0.1
H 6.9051 -1.4807 -0.3332 -0.1 0.0 0.2
H 7.7969 0.0087 0.0278 0.0 -0.1 0.0
H 7.4666 -0.4573 -1.6534 0.0 0.0 0.2
O 1.5557 6.1037 0.0948 2.0 -2.6 -2.9
P 2.0442 4.7946 0.7220 -3.3 2.7 7.9
O 0.5861 4.3200 1.3666 -0.1 -0.6 -1.1
C -0.5678 4.2136 0.5457 -0.3 0.1 0.1
C -0.7283 2.8066 -0.0001 0.1 -0.2 -0.1
O 2.7016 5.4697 2.0837 0.8 -0.9 -1.1
C 3.1414 6.8254 2.0682 -0.1 0.5 0.0
C 2.0422 7.7523 2.5602 -0.1 0.0 0.2
O 2.6763 3.3243 1.3269 1.3 1.3 -3.1
C 2.6069 2.1291 0.5748 -0.1 -0.7 0.0
C 2.9519 2.2895 -0.8893 0.2 0.1 0.0
H -0.5492 4.9356 -0.2755 0.1 0.0 0.1
H -1.4283 4.4553 1.1746 0.1 0.1 0.0
H 0.0538 2.5843 -0.7316 -0.1 0.0 0.0
H -1.6941 2.6980 -0.4994 0.0 0.0 0.0
H -0.6603 2.0637 0.7994 0.0 0.1 0.0
H 3.4910 7.1079 1.0723 -0.2 0.0 0.1
H 4.0036 6.9017 2.7363 -0.1 -0.2 0.0
H 1.0768 7.5311 2.1014 0.2 0.0 -0.2
H 2.2950 8.7951 2.3541 0.0 -0.1 0.0
H 1.9043 7.6367 3.6385 0.1 0.0 -0.1
H 1.6192 1.6819 0.7059 -0.1 0.1 -0.1
H 3.3185 1.4310 1.0244 0.0 0.1 0.1
H 2.3414 3.0563 -1.3796 -0.2 0.0 0.0
H 2.8034 1.3436 -1.4132 0.0 0.1 0.0
H 3.9982 2.5927 -1.0037 -0.2 0.0 0.0

---

Entry 3:
21
Properties=species:S:1:pos:R:3:forces:R:3 method="wB97M-V/def2-TZVPD" spin_multiplicity=1 charge=+1 homo_lumo_gap_ha=0.1970 homo_ev=-12.59 energy_ev=-24397.2892
C -3.4813 -0.8873 0.2053 -0.4 1.9 -1.5
C -2.2532 -0.9858 -0.5201 0.8 -1.4 0.9
C -3.4179 0.1454 1.1176 -1.4 -0.5 0.4
C -1.3166 -0.2120 0.0245 4.7 1.3 0.0
C 2.0767 -0.9363 1.1871 -2.0 -0.5 -1.6
C 3.1181 0.0431 0.7351 0.6 1.6 -2.1
C 2.6623 0.7431 -0.5430 1.3 3.5 0.6
C 1.1487 0.9799 -0.4273 1.6 -1.5 -1.2
C 0.5308 -0.3668 -0.4183 -6.4 0.9 0.1
O 4.1830 0.1768 1.2743 -1.1 -0.7 0.3
O 0.9935 -1.2624 0.5784 2.5 1.3 1.0
S -1.8736 0.8872 1.2788 0.1 -1.3 -0.8
H -4.3942 -1.1775 -0.3335 0.1 -0.4 1.1
H -1.8845 -1.7779 -1.1558 -0.7 -0.1 -0.5
H -4.2965 0.5031 1.6936 0.9 -0.1 -0.5
H 2.2398 -1.5962 1.9360 1.0 -1.9 2.7
H 3.1727 1.8380 -0.5960 -0.8 -2.8 0.2
H 2.9209 0.2256 -1.4500 0.4 -0.4 -0.3
H 1.0700 1.3354 0.5919 -1.0 1.3 -0.1
H 0.8363 1.5077 -1.3741 -0.2 0.0 1.7
H 0.4364 -0.9157 -1.3377 0.3 -0.2 -0.4

---

Entry 4:
64
Properties=species:S:1:pos:R:3:forces:R:3 method="wB97M-V/def2-TZVPD" spin_multiplicity=1 charge=+2 homo_lumo_gap_ha="0.1891 / 0.1516" homo_ev="-13.80 / -13.65" energy_ev=-53344.6458
P -1.3250 -3.2147 -1.3361 -0.1 -2.0 -3.4
P -0.4209 0.4128 -2.3962 1.6 1.8 -4.3
C -1.6528 -1.9213 -2.6395 0.1 -0.7 -0.3
C -0.3941 -1.2476 -3.1649 -0.1 -0.2 0.6
H -2.3118 -1.1633 -2.1821 0.1 -0.4 -0.2
H -2.2789 -2.3980 -3.4098 0.5 0.2 0.0
H 0.5706 -1.6160 -2.7944 -0.4 -0.6 -0.2
H -0.3294 -1.2210 -4.2591 -0.2 0.3 0.3
C -1.9343 1.2018 -3.1020 -0.8 0.0 1.1
H -1.6910 2.2321 -3.3888 -0.1 -0.3 0.1
H -2.7156 1.2186 -2.3395 -0.3 0.1 -0.3
H -2.2524 0.6366 -3.9892 0.1 0.1 0.3
C 0.4701 1.0823 -3.9751 0.7 0.4 0.2
H -0.0900 0.7620 -4.8715 0.0 0.0 0.6
H 1.4922 0.7091 -4.1082 -0.3 0.0 0.1
H 0.5163 2.1794 -4.0173 0.0 -0.3 0.3
C -2.1988 -4.5341 -2.2709 0.1 -0.8 0.1
H -2.3182 -5.4660 -1.7077 0.2 0.1 -0.1
H -1.6844 -4.7194 -3.2276 0.0 0.0 0.4
H -3.2040 -4.1918 -2.5330 0.1 0.2 0.3
C 0.5025 -3.5888 -1.2867 -0.1 -0.3 0.1
H 1.0951 -2.7376 -0.9089 -0.4 -0.2 -0.2
H 0.8709 -3.8854 -2.2773 -0.1 0.1 0.2
H 0.7060 -4.4177 -0.5765 -0.4 0.4 -0.4
Pb -1.7876 -1.5754 0.4262 -0.3 1.9 3.6
C 1.0117 3.5187 -1.7129 0.3 0.0 -0.3
C 0.1563 2.8477 -0.9265 -0.6 -0.8 -0.6
C 0.4876 1.9190 0.2057 0.2 0.1 0.6
C 1.8904 1.2237 0.2170 0.1 -0.1 1.1
C 2.5463 0.5268 -0.9513 -0.9 -0.8 1.0
C 2.9754 1.0097 -2.1365 0.2 0.3 -0.2
C 3.2569 2.4368 -2.4503 -1.1 0.1 -0.3
C 2.4964 3.5040 -1.5781 1.0 -0.1 -0.2
C -0.8240 -3.1990 1.6187 0.2 -0.2 0.4
H 0.6699 4.1331 -2.5551 -0.3 -0.4 0.4
H -0.9079 2.8328 -1.1974 0.3 0.6 0.3
H -0.3013 1.1428 0.2904 0.5 0.4 -0.1
H 0.4561 2.4543 1.1889 -0.1 -0.2 -0.8
H 2.5585 1.9735 0.6731 0.1 -0.5 -0.2
H 1.7392 0.4432 0.9799 0.3 0.3 -0.1
H 2.7877 -0.5412 -0.7395 -0.5 0.7 -0.4
H 3.1778 0.2608 -2.9105 0.4 0.3 0.3
H 2.9846 2.6177 -3.4995 0.3 -0.1 0.0
H 4.3503 2.5803 -2.3712 -0.4 0.1 0.0
H 2.8339 3.4215 -0.5551 0.0 0.1 0.1
H 2.8869 4.4463 -1.9540 0.0 0.2 0.1
H 0.2558 -3.0173 1.7698 -0.5 -0.2 -0.1
H -1.0148 -4.1143 1.0392 0.3 0.1 0.6
H -1.3014 -3.2460 2.6060 0.1 0.0 -0.3
O 1.0866 1.1897 4.2716 -1.9 -0.2 1.7
C 0.0777 1.0307 5.1440 1.5 -0.4 -1.8
C 0.0857 1.6556 6.4087 -0.5 0.5 1.8
C -0.9312 1.3651 7.3308 1.4 0.6 -1.1
C -1.9686 0.4912 6.9811 -0.2 0.0 0.5
C -2.0195 -0.0788 5.7167 1.2 -0.3 -1.9
C -1.0001 0.1551 4.7829 -1.4 0.0 0.9
C -1.0969 -0.4167 3.4002 -1.7 -2.2 -2.1
O -2.2062 -0.9924 3.0727 2.6 1.8 0.8
O -0.0620 -0.3643 2.6172 -1.0 0.7 1.4
H 0.8242 0.5628 3.4895 0.0 -0.1 -0.4
H 0.8925 2.3500 6.6733 -0.3 -0.4 -0.2
H -0.9162 1.8305 8.3043 0.0 0.0 0.1
H -2.7502 0.2402 7.6935 0.1 0.2 0.0
H -2.8224 -0.7306 5.3987 0.0 0.0 0.1

---

Copy entry 3 word for word.
21
Properties=species:S:1:pos:R:3:forces:R:3 method="wB97M-V/def2-TZVPD" spin_multiplicity=1 charge=+1 homo_lumo_gap_ha=0.1970 homo_ev=-12.59 energy_ev=-24397.2892
C -3.4813 -0.8873 0.2053 -0.4 1.9 -1.5
C -2.2532 -0.9858 -0.5201 0.8 -1.4 0.9
C -3.4179 0.1454 1.1176 -1.4 -0.5 0.4
C -1.3166 -0.2120 0.0245 4.7 1.3 0.0
C 2.0767 -0.9363 1.1871 -2.0 -0.5 -1.6
C 3.1181 0.0431 0.7351 0.6 1.6 -2.1
C 2.6623 0.7431 -0.5430 1.3 3.5 0.6
C 1.1487 0.9799 -0.4273 1.6 -1.5 -1.2
C 0.5308 -0.3668 -0.4183 -6.4 0.9 0.1
O 4.1830 0.1768 1.2743 -1.1 -0.7 0.3
O 0.9935 -1.2624 0.5784 2.5 1.3 1.0
S -1.8736 0.8872 1.2788 0.1 -1.3 -0.8
H -4.3942 -1.1775 -0.3335 0.1 -0.4 1.1
H -1.8845 -1.7779 -1.1558 -0.7 -0.1 -0.5
H -4.2965 0.5031 1.6936 0.9 -0.1 -0.5
H 2.2398 -1.5962 1.9360 1.0 -1.9 2.7
H 3.1727 1.8380 -0.5960 -0.8 -2.8 0.2
H 2.9209 0.2256 -1.4500 0.4 -0.4 -0.3
H 1.0700 1.3354 0.5919 -1.0 1.3 -0.1
H 0.8363 1.5077 -1.3741 -0.2 0.0 1.7
H 0.4364 -0.9157 -1.3377 0.3 -0.2 -0.4